(1)
A cluster of 4 separate species, C3H12O4 in total. Source: the Open Molecules 2025 dataset; level of theory: the ωB97M-V functional and the def2-TZVPD basis.

The value obtained for the orbital gap is 9.86 eV. As for the SMILES: C/C=C/O.O.O.O. For the HOMO energy, the calculation gives -9.15 eV. Its energy relative to the best compared isomer or geometry (same formula, charge and spin) is 17.8 kcal/mol.

```
! wB97M-V def2-TZVPD RIJCOSX def2/J DEFGRID3
* xyz 0 1
C 3.75 -0.08 -0.46
C 2.52 -0.19 0.39
C 1.27 -0.37 -0.03
O 0.14 -0.14 0.73
H 4.42 -0.92 -0.25
H 3.54 0.04 -1.52
H 4.37 0.79 -0.20
H 2.72 -0.21 1.46
H 1.11 -0.57 -1.09
H -0.40 -0.95 0.58
H -2.51 -1.11 -0.47
H -3.17 -2.24 0.26
O -2.36 -1.72 0.28
H -1.52 2.71 1.30
H -1.02 1.28 1.18
O -1.83 1.82 1.09
H -1.29 0.73 -1.30
H -2.58 1.19 -1.89
O -1.98 0.44 -1.89
*
```

(2)
A structure of composition C3H12O4. Source: the Open Molecules 2025 dataset; level of theory: the ωB97M-V functional and the def2-TZVPD basis.

The value obtained for the orbital gap is 5.63 eV. For the HOMO energy, the calculation gives -9.57 eV. Its energy relative to the best compared isomer or geometry (same formula, charge and spin) is 204.1 kcal/mol.

```
! wB97M-V def2-TZVPD RIJCOSX def2/J DEFGRID3
* xyz 0 1
C -1.08 -0.32 -0.98
O -0.84 -1.50 -0.31
C -1.89 0.70 -0.17
C -1.55 2.02 -0.33
H -1.99 -0.50 -1.81
H -0.27 0.16 -1.57
H 0.19 0.51 0.99
H -2.67 0.24 0.43
H -1.74 2.74 0.43
H -0.87 2.50 -1.01
H 1.17 -0.71 -0.67
H 2.39 -0.14 -1.05
O 1.67 -0.70 -1.52
H 1.98 -0.40 1.29
H 1.53 1.08 1.27
O 2.40 0.50 1.24
H -0.01 -1.63 0.61
H 0.83 -2.70 1.77
O 0.78 -1.84 1.39
*
```

(3)
A structure of composition C3H12O4S. Source: the Open Molecules 2025 dataset; level of theory: the ωB97M-V functional and the def2-TZVPD basis.

The expectation value of S² is 0.75. The value obtained for the orbital gap (alpha / beta) is 2.50 / 4.28 eV. For the HOMO energy (alpha / beta), the calculation gives 4.93 / 2.47 eV.

```
! wB97M-V def2-TZVPD RIJCOSX def2/J DEFGRID3
* xyz -3 2
C -0.76 0.61 -0.48
O -1.78 -0.21 -0.06
C 0.56 -0.19 -0.42
C 1.84 0.58 -1.00
S 3.51 -0.39 -0.94
H -0.73 1.50 0.28
H -1.21 1.19 -1.35
H 0.80 -0.45 0.60
H 0.33 -1.08 -1.07
H 1.68 0.75 -2.12
H 1.89 1.56 -0.46
H -2.91 1.17 2.04
H -3.14 0.94 0.53
O -3.40 1.58 1.37
H -1.70 -2.53 -1.37
H -2.04 -1.11 -0.75
O -2.51 -1.96 -1.31
H 2.45 -0.52 2.58
H 3.69 -0.69 1.50
O 3.41 -0.73 2.44
*
```

(4)
A cluster of 4 separate species, C3H12O4S in total. Source: the Open Molecules 2025 dataset; level of theory: the ωB97M-V functional and the def2-TZVPD basis.

The value obtained for the orbital gap is 9.85 eV. As for the SMILES: O=CCCS.O.O.O. For the HOMO energy, the calculation gives -9.44 eV. Its energy relative to the best compared isomer or geometry (same formula, charge and spin) is 5.4 kcal/mol.

```
! wB97M-V def2-TZVPD RIJCOSX def2/J DEFGRID3
* xyz 0 1
O 0.23 2.05 -1.94
C 0.48 2.08 -0.76
C -0.15 1.17 0.25
C 0.20 1.43 1.71
S 0.18 0.00 2.78
H 1.23 2.81 -0.38
H 0.15 0.17 -0.07
H -1.22 1.15 0.03
H 1.18 1.91 1.76
H -0.46 2.23 2.04
H -1.15 0.01 2.92
H -0.84 -2.54 -2.15
H -1.19 -1.06 -2.53
O -0.68 -1.61 -1.93
H 2.94 -1.53 -0.48
H 1.79 -1.54 -1.48
O 2.54 -2.07 -1.17
H -1.52 -1.51 -0.31
H -1.64 -1.75 1.24
O -2.10 -1.41 0.47
*
```

(5)
A cluster of 2 separate species, C3H13N2 in total. Source: the Open Molecules 2025 dataset; level of theory: the ωB97M-V functional and the def2-TZVPD basis.

The expectation value of S² is 0.75. The value obtained for the orbital gap (alpha / beta) is 3.97 / 10.31 eV. For the HOMO energy (alpha / beta), the calculation gives -2.91 / -9.55 eV. Its energy relative to the best compared isomer or geometry (same formula, charge and spin) is 28.5 kcal/mol.

```
! wB97M-V def2-TZVPD RIJCOSX def2/J DEFGRID3
* xyz 0 2
C 1.91 -0.21 1.77
N 1.42 -1.23 0.88
H 2.97 -0.21 2.06
H 1.74 0.80 1.40
H 1.43 -0.31 2.74
H 0.96 -2.01 1.34
H 2.10 -1.56 0.20
H -0.02 -0.57 -0.69
C -1.91 -0.39 -1.49
N -0.60 0.23 -1.13
C -0.76 1.45 -0.30
H -2.63 -0.17 -0.70
H -2.37 -0.12 -2.43
H -1.82 -1.48 -1.47
H 0.03 0.35 -1.96
H -0.39 1.29 0.70
H -1.80 1.78 -0.23
H -0.27 2.34 -0.70
*
```

(6)
A cluster of 2 separate species, C3H13N2 in total. Source: the Open Molecules 2025 dataset; level of theory: the ωB97M-V functional and the def2-TZVPD basis.

The value obtained for the orbital gap is 11.64 eV. For the HOMO energy, the calculation gives -14.76 eV. Its energy relative to the best compared isomer or geometry (same formula, charge and spin) is 17.4 kcal/mol.

```
! wB97M-V def2-TZVPD RIJCOSX def2/J DEFGRID3
* xyz 1 1
C -2.57 0.00 -0.98
N -1.60 -0.42 0.09
H -2.11 -0.14 -1.96
H -3.47 -0.61 -0.94
H -2.83 1.05 -0.85
H -0.16 -0.04 -0.55
H -1.97 -1.26 0.53
H -1.61 0.28 0.82
C 1.85 -0.47 1.35
C 1.73 0.62 0.34
N 0.87 0.25 -0.83
H 2.36 -1.38 1.02
H 2.50 -0.14 2.17
H 0.89 -0.72 1.79
H 1.28 1.51 0.80
H 2.69 0.98 -0.02
H 0.87 1.05 -1.46
H 1.27 -0.56 -1.31
*
```

(7)
A cluster of 2 separate species, C3H13N2O in total. Source: the Open Molecules 2025 dataset; level of theory: the ωB97M-V functional and the def2-TZVPD basis.

The expectation value of S² is 0.75. The value obtained for the orbital gap (alpha / beta) is 3.33 / 10.86 eV. For the HOMO energy (alpha / beta), the calculation gives -2.42 / -10.17 eV. Its energy relative to the best compared isomer or geometry (same formula, charge and spin) is 42.2 kcal/mol.

```
! wB97M-V def2-TZVPD RIJCOSX def2/J DEFGRID3
* xyz 0 2
C -0.38 -1.56 0.39
C 1.18 -1.12 0.10
C 1.57 -0.01 1.14
N 0.68 1.18 1.36
N -1.13 -0.23 0.27
H -0.64 -1.99 1.42
H -0.74 -2.20 -0.43
H 1.41 -0.94 -1.00
H 1.69 -2.07 0.17
H 1.77 -0.45 2.13
H 2.65 0.25 1.01
H 1.09 1.94 0.98
H 0.32 1.38 2.31
H -2.13 -0.30 0.47
H -0.51 0.33 0.93
H -1.15 0.33 -0.58
H -1.84 0.91 -3.56
H -1.46 2.25 -2.94
O -1.45 1.26 -2.76
*
```

(8)
A cluster of 2 separate species, C3H13N2O in total. Source: the Open Molecules 2025 dataset; level of theory: the ωB97M-V functional and the def2-TZVPD basis.

The value obtained for the orbital gap is 10.51 eV. For the HOMO energy, the calculation gives -13.43 eV. Its energy relative to the best compared isomer or geometry (same formula, charge and spin) is 15.0 kcal/mol.

```
! wB97M-V def2-TZVPD RIJCOSX def2/J DEFGRID3
* xyz 1 1
C -0.67 0.75 1.28
N -1.50 -0.41 1.41
C 0.73 0.47 0.82
N 0.70 -0.38 -0.43
C 2.10 -0.58 -0.96
H -1.12 1.47 0.61
H -0.56 1.26 2.24
H -2.48 -0.27 1.25
H -1.47 -0.90 2.30
H 1.31 1.33 0.49
H 1.33 -0.16 1.49
H 0.13 0.05 -1.17
H 0.28 -1.29 -0.22
H 2.08 -0.33 -2.02
H 2.80 0.04 -0.42
H 2.42 -1.60 -0.98
H -2.28 -0.58 -1.88
H -2.07 0.95 -2.16
O -1.73 0.19 -1.67
*
```

(9)
A cluster of 2 separate species, C3H13N2O in total. Source: the Open Molecules 2025 dataset; level of theory: the ωB97M-V functional and the def2-TZVPD basis.

The value obtained for the orbital gap is 10.22 eV. For the HOMO energy, the calculation gives -13.50 eV. Its energy relative to the best compared isomer or geometry (same formula, charge and spin) is 24.1 kcal/mol.

```
! wB97M-V def2-TZVPD RIJCOSX def2/J DEFGRID3
* xyz 1 1
C 1.13 -2.28 1.45
O 1.51 -0.89 1.47
H 2.02 -2.91 1.47
H 0.53 -2.45 2.34
H 0.55 -2.51 0.56
H 2.04 -0.71 0.69
N -0.61 0.83 1.11
C -1.18 0.75 -0.28
C -0.14 1.13 -1.31
N -0.76 1.09 -2.62
H 0.25 0.23 1.25
H -0.38 1.79 1.35
H -1.29 0.52 1.81
H -1.51 -0.29 -0.42
H -2.05 1.41 -0.31
H 0.22 2.13 -1.12
H 0.73 0.46 -1.19
H -0.17 1.56 -3.31
H -0.89 0.14 -2.94
*
```

(10)
A cluster of 4 separate species, C3H13N2O3 in total. Source: the Open Molecules 2025 dataset; level of theory: the ωB97M-V functional and the def2-TZVPD basis.

The value obtained for the orbital gap is 6.41 eV. For the HOMO energy, the calculation gives -13.22 eV. Its energy relative to the best compared isomer or geometry (same formula, charge and spin) is 129.8 kcal/mol.

```
! wB97M-V def2-TZVPD RIJCOSX def2/J DEFGRID3
* xyz 1 1
C 0.10 1.50 -1.05
C 1.03 0.32 -1.23
C 1.56 -0.38 -0.11
N 2.64 -1.17 -0.28
O 0.93 -0.44 1.01
N -0.46 1.52 0.35
H 0.53 2.48 -1.09
H -0.70 1.45 -1.78
H 2.07 1.36 0.55
H 1.45 0.09 -2.20
H 3.11 -1.32 -1.16
H 3.07 -1.66 0.48
H -1.47 1.35 0.39
H 0.10 0.73 0.90
H -0.26 2.43 0.77
H -1.80 -2.48 1.35
H -0.62 -1.54 0.96
O -1.56 -1.73 0.81
H -2.93 -0.45 0.05
H -4.05 0.60 -0.08
O -3.10 0.51 0.05
*
```

(11)
The ion C3H13N2Si with charge +1. Source: the Open Molecules 2025 dataset; level of theory: the ωB97M-V functional and the def2-TZVPD basis.

The value obtained for the orbital gap is 10.98 eV. As for the SMILES: C[NH+](C)CN[SiH3]. For the HOMO energy, the calculation gives -13.97 eV. Its energy relative to the best compared isomer or geometry (same formula, charge and spin) is 11.8 kcal/mol.

```
! wB97M-V def2-TZVPD RIJCOSX def2/J DEFGRID3
* xyz 1 1
C 0.80 -1.38 -0.11
C 2.29 0.52 0.24
C -0.18 0.89 0.15
N -1.34 0.54 -0.55
N 1.02 0.06 -0.35
Si -2.81 -0.14 0.16
H 0.82 -1.58 0.96
H -0.17 -1.66 -0.51
H 1.58 -1.97 -0.60
H 2.24 0.41 1.32
H 3.12 -0.07 -0.14
H 2.46 1.56 0.00
H 0.12 1.93 0.03
H -0.28 0.65 1.21
H -1.44 1.01 -1.43
H 1.06 0.20 -1.37
H -2.25 -1.01 1.20
H -3.65 0.91 0.73
H -3.39 -0.86 -0.96
*
```

(12)
A cluster of 2 separate species, C3H13N2Si in total. Source: the Open Molecules 2025 dataset; level of theory: the ωB97M-V functional and the def2-TZVPD basis.

The value obtained for the orbital gap is 8.50 eV. For the HOMO energy, the calculation gives -13.78 eV. Its energy relative to the best compared isomer or geometry (same formula, charge and spin) is 79.2 kcal/mol.

```
! wB97M-V def2-TZVPD RIJCOSX def2/J DEFGRID3
* xyz 1 1
C -0.96 -0.38 -1.26
C -1.67 0.77 0.60
C 0.10 1.64 -0.90
N 1.20 -0.80 1.39
N -0.46 0.47 -0.20
Si 2.22 -2.09 1.07
H -1.65 -0.03 -1.96
H -0.10 -0.80 -1.93
H -1.34 -1.39 -0.98
H -2.16 1.58 0.32
H -2.22 -0.16 0.70
H -1.34 1.07 1.59
H 0.92 1.13 -1.49
H -0.70 1.89 -1.73
H 1.46 -0.13 2.11
H 0.55 -0.16 0.60
H 2.65 -2.71 -0.16
H 3.01 -2.40 2.41
H 0.46 2.50 -0.18
*
```

Number 1: strongest force on any atom 0.040 Eh/bohr. Number 2: strongest force on any atom 0.080 Eh/bohr. Number 3: strongest force on any atom 0.078 Eh/bohr. Number 4: strongest force on any atom 0.030 Eh/bohr. Number 5: strongest force on any atom 0.028 Eh/bohr. Number 6: strongest force on any atom 0.018 Eh/bohr. Number 7: strongest force on any atom 0.083 Eh/bohr. Number 8: strongest force on any atom 0.035 Eh/bohr. Number 9: strongest force on any atom 0.011 Eh/bohr. Number 10: strongest force on any atom 0.068 Eh/bohr. Number 11: strongest force on any atom 0.016 Eh/bohr. Number 12: strongest force on any atom 0.115 Eh/bohr.